The following is a DFT calculation (ωB97M-V with the def2-TZVPD basis set) of a 2-piece molecular cluster, C5H13NO overall at a distorted geometry.

**Spin multiplicity**: 2
**Frontier orbital gap (alpha / beta)**: 10.7 / 7.4 eV
**LUMO energy (alpha / beta)**: -0.149 / -0.276 Eh
**Total charge**: +1
**HOMO (alpha / beta)**: -14.76 / -14.91 eV
**Electronic energy**: -8924.2759 eV
**Energy relative to the best compared isomer or geometry (same formula, charge and spin)**: 142.3 kJ/mol

Geometry (Å):
C: 1.63504 0.04175 2.51111
C: 1.14607 1.03746 1.41502
C: 0.65967 0.34219 0.19624
C: -0.09358 -0.79281 0.18334
N: -0.51970 -1.25836 -1.03957
C: 0.26157 -1.25544 -2.27415
H: 2.41905 -0.55996 2.02743
H: 2.20577 0.48960 3.31379
H: 0.83255 -0.58472 2.88295
H: 2.01812 1.68053 1.25732
H: 0.40504 1.75373 1.78263
H: 0.69284 0.94298 -0.71410
H: 0.07880 -1.55076 0.94825
H: -1.30208 -1.90945 -0.99242
H: 1.30851 -1.33065 -1.97468
H: 0.13496 -0.36491 -2.87761
H: -0.03171 -2.12435 -2.85666
H: -2.27868 0.74331 -0.74419
H: -2.27401 2.14665 -1.36832
O: -2.66012 1.63397 -0.64221